Record 1
ORCA calculation (ωB97M-V/def2-TZVPD) on a single C4H10N2 molecule in a non-equilibrium geometry.

Calculated values
HOMO = -9.1 eV
Energy relative to the best compared isomer or geometry (same formula, charge and spin) = 67.1 kcal/mol
Frontier orbital gap = 10.27 eV

Geometry as ORCA input:
```
! wB97M-V def2-TZVPD RIJCOSX def2/J DEFGRID3
* xyz 0 1
N -0.30936 2.16395 0.21758
N 0.59358 -2.08400 -0.41646
C 0.49975 -0.04550 0.88212
C -0.31109 -1.06099 0.22312
C 0.35695 0.96764 -0.25688
C -0.74099 0.00289 -0.81264
H -0.72433 -0.46441 -1.81467
H -0.70774 2.66937 -0.59580
H -1.19242 -1.36573 0.91179
H -0.20923 -2.93081 -0.58224
H 1.63027 -0.29196 1.03274
H -1.73327 0.51469 -0.58390
H 0.39775 2.79472 0.65374
H -0.16809 0.37508 1.79431
H 1.26613 1.15872 -1.00960
H 1.35208 -2.40366 0.35679
*
```


Record 2
ORCA calculation (ωB97M-V/def2-TZVPD) on 6 unconnected molecules or ions with the total composition C19H50F3O16P2S7 in a non-equilibrium geometry.

Calculated values
HOMO = -11.9 eV
Frontier orbital gap = 7.61 eV

Geometry as ORCA input:
```
! wB97M-V def2-TZVPD RIJCOSX def2/J DEFGRID3
* xyz 1 1
S 3.08438 -4.67292 0.60384
S 0.55029 -7.31501 -5.90448
S -1.40579 1.21428 7.58310
S -2.14643 5.00874 5.15313
S 3.10379 1.53054 -0.02943
S 1.03721 -4.38614 -7.79345
S 1.67904 0.76595 -7.21658
P -0.55224 -5.99625 -5.00647
P -0.33408 -4.10664 -6.16613
F -0.91341 -2.54820 -2.82532
F -3.13297 -2.83199 -2.24110
F -1.99281 -0.89895 -1.62188
O 3.00070 2.71086 -0.84530
O 0.46338 0.16629 -6.72029
O -2.21623 6.02423 4.13660
O -1.15849 0.34530 8.92237
O 2.83649 0.93784 -6.38367
O 2.92472 -5.52558 -0.54581
O 1.32480 2.17677 -7.90954
O -2.57360 2.03596 7.76688
O -1.26735 3.87341 5.03231
O 2.10421 0.49565 -0.06463
O 2.38479 -4.92255 1.83408
O -1.25287 0.35486 6.44030
O -3.63604 4.48043 5.47300
O 3.34267 1.97043 1.50400
O -2.75148 -2.49462 -4.84047
O 2.82405 -3.14217 0.15900
C 0.03265 2.23555 7.71530
C 2.16763 -0.08621 -8.68861
C -2.14755 -1.88049 -2.58234
C 2.42733 2.89493 2.09889
C -1.85023 5.78535 6.71493
C -2.23454 -0.44641 9.42829
C -2.03081 -3.59233 -6.87952
C 0.44583 -2.71542 0.45322
C 1.60520 -2.83272 -0.51754
C -4.44478 4.02496 4.38803
C 4.69015 0.79200 -0.29344
C 1.14437 2.21080 2.53074
C 4.81044 -4.50859 0.95784
C -4.07055 2.61560 3.96898
C -2.59834 -1.30549 -4.01570
C -2.50140 -2.19306 -6.22722
C -2.38462 -1.74288 8.65484
C 1.47052 3.88541 -6.17542
C 0.58336 3.14199 -7.15591
H -2.55768 6.60314 6.84101
H -4.04976 1.94756 4.83293
H -1.84382 -0.57436 -4.44287
H -1.96726 5.04353 7.50473
H 0.69516 -2.03875 1.27305
H 1.82162 3.22179 -5.38240
H 0.51711 2.89601 3.10519
H -3.16805 0.12318 9.42998
H -1.42837 -2.26632 8.58737
H 5.45580 1.56046 -0.20079
H -4.78396 2.22988 3.23740
H 2.92613 3.30995 2.97714
H 4.70042 0.37091 -1.29859
H 5.33557 -4.25240 0.03906
H 1.30900 -0.16084 -9.35426
H -3.11472 -2.39610 9.13730
H 2.35425 4.28369 -6.67835
H 0.20516 -3.68464 0.89569
H -3.07616 2.59137 3.51792
H 5.16643 -5.46519 1.33952
H -0.15305 -5.74766 -3.64424
H 4.83868 0.00335 0.44312
H -1.99473 -0.67470 10.46892
H -0.04674 2.84044 8.61750
H -2.02500 -3.50783 -8.00774
H -3.50491 -1.87062 -6.67807
H 0.05380 -3.06201 -5.27075
H -5.47804 4.03249 4.74117
H 2.97958 0.46357 -9.16234
H 0.91537 1.59839 7.75037
H 0.06863 2.87663 6.83413
H 2.22210 3.72811 1.42114
H 0.16948 3.85138 -7.87529
H -4.38768 4.71740 3.54339
H 4.94326 -3.73352 1.71140
H 2.50836 -1.08115 -8.40326
H 0.92432 4.70850 -5.71076
H -2.72210 -1.55351 7.63373
H 0.57074 1.87126 1.66555
H -0.26122 2.67044 -6.64571
H -2.75513 -4.40154 -6.51449
H 1.75350 -1.87193 -1.01476
H -1.92207 -6.42206 -5.00903
H -3.60259 -0.78639 -3.85278
H 1.39537 -3.57131 -1.29737
H -0.44595 -2.34461 -0.05555
H -0.82990 6.16877 6.71023
H -1.67941 -1.42478 -6.40017
H 1.36066 1.33061 3.14054
H 2.16640 -3.68417 -7.36932
*
```


Record 3
ORCA calculation (ωB97M-V/def2-TZVPD) on a molecular structure, C28H40N6O8SiTi.

Calculated values
HOMO (alpha / beta) = 1.0 / -2.6 eV
Energy relative to the best compared isomer or geometry (same formula, charge and spin) = 0.0 kcal/mol
Frontier orbital gap (alpha / beta) = 3.55 / 7.09 eV

Geometry as ORCA input:
```
! wB97M-V def2-TZVPD RIJCOSX def2/J DEFGRID3
* xyz -2 3
Ti -1.01093 0.37302 0.25140
Si -3.81259 -1.50867 0.57983
O -0.27089 -0.76795 1.72360
O 0.44068 -1.57382 3.67505
O 0.65542 1.92141 0.56984
O -2.36048 1.81643 0.60310
O -1.44592 3.17118 -1.95196
O -0.51518 0.66265 -1.57915
O 1.36820 0.19531 -2.71131
O -3.59738 3.49604 1.41026
N 3.28928 -2.84282 -0.52445
N -0.92257 1.58947 2.89135
N -2.39092 -1.12155 -0.29206
N 2.62024 -0.66111 0.29762
N 4.81616 -0.94514 -0.69365
N 4.32203 -1.92397 1.48823
C -4.94893 -2.64986 -0.41921
C -2.09603 2.42667 2.90127
C -4.83519 -0.01408 1.12614
C 1.53734 5.25279 -2.31424
C 2.17094 -1.89014 -0.35198
C -2.83068 -1.41916 -2.67854
C 3.17361 -0.99908 1.59994
C -3.40457 -2.46190 2.17223
C 4.31917 -2.17382 -1.32264
C -0.12714 3.49684 -2.08477
C 2.48799 4.28619 -2.66272
C 2.17253 2.94762 -2.68338
C 0.33557 2.30226 2.85838
C -0.16700 -0.75369 3.00056
C 0.86959 2.47323 -2.29084
C -1.19619 -2.79773 -1.60319
C 0.61213 1.05986 -2.24086
C 0.57455 2.96621 1.51849
C 0.21192 4.82715 -2.05709
C -0.91868 0.39590 3.69497
C -0.92717 -3.42228 -2.81031
C 3.84572 -3.12668 0.79686
C -2.74457 2.62602 1.51414
C 3.65768 -0.04355 -0.51920
C -2.56883 -2.05259 -3.88168
C -2.15499 -1.78031 -1.50423
C 5.32570 -1.28930 0.63056
C -1.61649 -3.06114 -3.95950
H 0.86908 2.25927 -0.33471
H 2.39878 -1.46213 2.21314
H -1.88567 3.42162 3.31265
H 0.39183 3.05678 3.66401
H -3.09791 -1.73779 -4.77504
H -2.84939 -3.37280 1.93351
H -0.58797 5.53748 -1.87968
H 3.89526 -1.92016 -2.29601
H -5.84562 -0.34632 1.38998
H -0.65318 -3.07034 -0.70585
H -1.50147 2.19972 -1.84155
H 1.40456 -2.35125 0.27465
H 1.79083 6.30574 -2.29430
H -4.41658 0.48169 2.00428
H -0.16047 -4.18831 -2.85268
H 6.17352 -1.97510 0.51804
H -0.48826 0.53130 4.69822
H -4.40430 -3.52614 -0.77731
H -1.94809 0.05129 3.82202
H -4.32063 -2.74568 2.70249
H -0.22621 3.66819 1.25963
H 5.16029 -2.86281 -1.46321
H 1.14304 1.58395 3.02145
H -2.86967 1.99183 3.53961
H 1.51731 3.52271 1.54213
H -5.36842 -2.14810 -1.29291
H 3.07288 -3.59654 1.40974
H 3.49716 4.59105 -2.92655
H 2.91054 2.20728 -2.96464
H -5.77577 -2.98897 0.21252
H 1.74665 -1.63454 -1.32422
H 3.23626 0.20236 -1.49201
H 3.51535 -0.08404 2.09444
H -1.39656 -3.53792 -4.90755
H -2.78433 -1.88323 2.85881
H 4.68517 -3.82316 0.68881
H -4.90520 0.74130 0.34247
H 3.99935 0.87506 -0.03149
H 5.67723 -0.37615 1.11987
H -3.54255 -0.60305 -2.62963
*
```


Record 4
ORCA calculation (ωB97M-V/def2-TZVPD) on a molecular structure, C24H49Br2GeMoOPSeTe.

Calculated values
HOMO (alpha / beta) = -13.2 / -12.8 eV
Energy relative to the best compared isomer or geometry (same formula, charge and spin) = 7.9 kcal/mol
Frontier orbital gap (alpha / beta) = 7.06 / 6.22 eV

Geometry as ORCA input:
```
! wB97M-V def2-TZVPD RIJCOSX def2/J DEFGRID3
* xyz 2 3
Te -0.13168 1.44438 2.16752
Mo -0.08255 0.04698 -0.35850
Br -1.71451 0.36968 -2.39898
Br -3.18157 -0.95455 0.07486
Se -0.27601 2.50260 -0.06198
Ge 1.35292 4.39086 -2.23252
P 1.48068 -2.70992 0.47805
O 0.52568 -1.49639 0.73049
C 2.79600 -2.74261 1.72021
C -0.62210 -6.38776 -1.13222
C 2.13486 -2.45170 -1.19877
C 1.36370 -5.44748 0.10934
C 4.09927 -3.46594 1.24977
C -0.33601 4.26737 -3.19874
C 0.98499 -2.08245 -2.16215
C -1.42927 -5.57474 -0.10307
C 1.03227 3.89576 -0.31083
C 4.03325 -1.50475 3.50941
C 0.82941 -5.90003 -1.24809
C 2.06175 6.18643 -2.19977
C 5.29577 -2.33036 3.16319
C -0.87070 -4.16055 0.04124
C -1.94405 3.48728 -0.11248
C 3.07963 -1.35260 2.32051
C 3.82966 -1.17159 -2.58594
C 1.46530 -1.31650 -3.41080
C 2.91931 -1.65579 -3.71796
C 2.56985 2.99880 -2.83767
C -3.28549 -0.66389 -1.79759
C 5.35377 -2.70283 1.68337
C 3.16200 -1.30301 -1.20395
C 0.54636 -4.23691 0.64400
H 5.47805 -1.79983 1.07743
H 1.94997 3.46768 0.09292
H 0.82345 -1.56215 -4.25583
H 3.50846 -0.68641 1.56937
H -0.13548 4.32360 -4.26950
H 3.01546 -2.73668 -3.85551
H -0.86224 -3.67719 -0.93944
H 6.22846 -3.32312 1.48658
H 1.31436 6.87511 -1.80735
H 4.12337 -4.46367 1.69027
H -4.14254 -0.05294 -2.04574
H 0.43962 -4.32726 1.72989
H 4.12086 -3.61398 0.16777
H 2.15997 2.01729 -2.58007
H -2.72864 2.78457 0.15331
H 2.42890 -5.21628 0.04239
H -1.86657 4.27721 0.62783
H 1.28488 -6.27036 0.82173
H 2.70281 3.04351 -3.91895
H 0.25295 -1.47472 -1.59226
H 4.09739 -0.12588 -2.74940
H 5.31435 -3.24798 3.75491
H 3.21846 -1.20185 -4.66206
H 3.54656 3.10555 -2.36455
H 4.30817 -0.51387 3.87135
H -2.08636 3.88958 -1.11262
H 0.89603 -5.07008 -1.96179
H -2.48035 -5.53569 -0.38922
H 2.61349 -3.37636 -1.52983
H 2.14981 -0.89233 2.64985
H -1.00318 5.09069 -2.94158
H -1.50269 -3.55317 0.68637
H 1.46068 -6.69290 -1.64825
H 2.31872 6.49594 -3.21315
H -1.10018 -6.33655 -2.11151
H 3.48638 -1.98659 4.32359
H 1.38048 -0.23555 -3.25642
H 6.19463 -1.77757 3.43297
H 2.95853 6.24276 -1.58390
H -3.25046 -1.59934 -2.33788
H -0.62659 -7.43984 -0.84424
H 3.92010 -1.44096 -0.43833
H -0.84363 3.31782 -3.01080
H 4.76328 -1.73542 -2.59428
H 0.40441 -2.95889 -2.44204
H 2.34041 -3.33492 2.52036
H -1.39740 -6.06023 0.87620
H 0.71904 4.72492 0.32179
H 2.63882 -0.37067 -0.94927
*
```


Record 5
ORCA calculation (ωB97M-V/def2-TZVPD) on a molecular structure, C16H10BrN2OReSbSe4.

Calculated values
HOMO (alpha / beta) = -14.3 / -14.2 eV
Energy relative to the best compared isomer or geometry (same formula, charge and spin) = 0.0 kcal/mol
Frontier orbital gap (alpha / beta) = 5.43 / 5.40 eV

Geometry as ORCA input:
```
! wB97M-V def2-TZVPD RIJCOSX def2/J DEFGRID3
* xyz 2 2
Re -0.10902 0.85662 0.03114
Sb 0.15243 4.10347 -1.27729
Br 5.89552 -0.68724 4.26603
Se 2.39061 4.55788 -1.09445
Se -0.24479 1.64204 -2.15100
Se -0.61867 2.93079 0.92158
Se -1.65550 5.43804 -2.29691
O 1.68020 0.67500 0.21290
N -1.95493 -0.12200 0.13164
N -0.14744 -0.04025 2.02822
C -2.80008 -0.28429 -0.89588
C 3.23537 -0.41394 3.35880
C -3.68316 -0.96476 1.62172
C 2.63310 0.34400 1.16558
C 2.24044 -0.09440 2.42678
C -1.87654 -0.66953 3.73468
C 4.57015 -0.27559 3.02229
C 4.92625 0.16495 1.74793
C 3.95533 0.47498 0.80500
C 0.86267 -0.30689 2.78295
C -1.46598 -0.40224 2.45672
C -4.53826 -1.11200 0.50853
C -4.08675 -0.79491 -0.74547
C -4.07870 -1.26483 2.94702
C -2.37873 -0.50473 1.39520
C -3.19824 -1.09896 3.97868
H 2.95676 -0.76766 4.34313
H 0.67909 -0.76968 3.74856
H -1.20836 -0.55345 4.57772
H 4.22468 0.81404 -0.18513
H 5.97277 0.26248 1.49236
H -5.08615 -1.61615 3.12787
H -2.43837 0.01159 -1.86763
H -5.54602 -1.48135 0.65661
H -4.70768 -0.90928 -1.62198
H -3.50258 -1.30521 4.99522
*
```


Record 6
ORCA calculation (ωB97M-V/def2-TZVPD) on a single C20H16N2O5S molecule in a non-equilibrium geometry.

Calculated values
HOMO = -8.7 eV
Energy relative to the best compared isomer or geometry (same formula, charge and spin) = 56.5 kcal/mol
Frontier orbital gap = 8.01 eV

Geometry as ORCA input:
```
! wB97M-V def2-TZVPD RIJCOSX def2/J DEFGRID3
* xyz 0 1
S -0.98861 1.57362 -2.85779
O 0.56775 -4.34927 1.46192
O -2.29578 1.15421 -3.27025
O 0.10289 1.45093 -3.77964
O 2.42927 -3.46221 3.06361
O 0.01514 -0.96402 3.63978
N -1.08747 3.15031 -2.42853
N 0.42533 -2.03369 1.67460
C 2.50212 -4.12993 5.18471
C -0.56252 0.59651 -1.40073
C -0.05415 -1.52445 -0.47234
C -0.45594 -1.52791 -2.81250
C 1.44442 -3.21260 5.05095
C 0.16367 -2.90859 -0.44998
C 0.10790 3.93654 -2.18716
C -0.44993 1.12536 -0.14187
C 1.42958 -2.83935 3.72549
C -2.24010 3.68079 -1.72099
C -0.24270 -2.88959 -2.79695
C 0.06596 -3.61001 -1.62781
C 3.06347 -4.23348 3.94269
C 0.07048 -0.98369 0.81980
C -1.66519 4.75589 -0.79656
C -0.12916 0.35839 1.00120
C -0.42272 5.22465 -1.55694
C -0.36694 -0.78702 -1.61539
C 0.56349 -1.87427 3.05936
C 0.43287 -3.26633 0.95834
H -0.71237 5.92586 -2.33881
H 0.22024 -4.67727 -1.66440
H 0.31339 5.70001 -0.91211
H 0.62856 4.10237 -3.13158
H -0.61476 2.18119 0.00043
H -1.38093 4.32840 0.16627
H 3.89789 -4.80414 3.58402
H 0.79256 3.41043 -1.50984
H 0.76761 -2.87224 5.80707
H -0.06238 0.82281 1.97121
H -2.93251 4.11799 -2.44867
H -2.37363 5.56138 -0.61676
H -0.31744 -3.43683 -3.72494
H 2.80768 -4.63986 6.07473
H -2.76394 2.88116 -1.19445
H -0.69307 -1.01206 -3.72918
*
```


Record 7
ORCA calculation (ωB97M-V/def2-TZVPD) on 2 unconnected molecules or ions with the total composition H4NO2SSi in a non-equilibrium geometry.

Calculated values
HOMO (alpha / beta) = -4.0 / -4.0 eV
Energy relative to the best compared isomer or geometry (same formula, charge and spin) = 85.6 kcal/mol
Frontier orbital gap (alpha / beta) = 5.67 / 5.67 eV

Geometry as ORCA input:
```
! wB97M-V def2-TZVPD RIJCOSX def2/J DEFGRID3
* xyz -1 1
S 0.31401 2.08322 0.44737
Si 0.68396 -1.01339 0.34305
O 0.20210 0.59770 0.78714
O -1.72455 2.74167 -0.99065
N -0.54718 -1.79494 -0.38353
H 1.99427 -0.76385 -0.52083
H -0.28844 -2.70034 -0.84568
H -2.06527 2.00438 -0.50840
H 1.43110 -1.15444 1.67153
*
```


Record 8
ORCA calculation (ωB97M-V/def2-TZVPD) on 4 unconnected molecules or ions with the total composition C3H12O4 in a non-equilibrium geometry.

Calculated values
HOMO = -9.4 eV
Energy relative to the best compared isomer or geometry (same formula, charge and spin) = 40.8 kcal/mol
Frontier orbital gap = 9.70 eV

Geometry as ORCA input:
```
! wB97M-V def2-TZVPD RIJCOSX def2/J DEFGRID3
* xyz 0 1
O -0.27951 1.57604 -1.64538
O -3.27026 -0.72255 -0.36171
O 1.05755 -1.21916 -2.13707
O -1.01374 0.46556 0.66245
C 0.06422 0.21996 1.53981
C 2.52173 -0.12130 1.70145
C 1.39760 -0.06411 0.96352
H -3.27609 -1.54297 -0.75002
H 2.69535 0.37726 2.65519
H -0.07654 1.01907 2.24567
H -0.40645 1.16653 -0.75659
H 1.37791 -0.45897 -0.00940
H -3.13763 -0.06924 -1.05377
H -0.31946 -0.69813 2.00713
H -1.51107 -0.26237 0.14269
H 0.15828 -1.50123 -2.43142
H 1.00065 -0.30642 -2.45410
H -0.44263 2.55155 -1.56138
H 3.46009 -0.40952 1.24294
*
```


| no. | electronic energy (eV) |
| --- | --- |
| 1 | -7287.711 |
| 2 | -155840.476 |
| 3 | -86005.650 |
| 4 | -308100.956 |
| 5 | -361862.807 |
| 6 | -45052.347 |
| 7 | -24360.643 |
| 8 | -11493.991 |